1.
This record from the OMol25 dataset describes 15 unconnected molecules or ions with the total composition C44H125N7O19 in a non-equilibrium geometry. The level of theory is the ωB97M-V functional and the def2-TZVPD basis.

Geometry (Å):
C  3.17  8.97  7.67
O  2.68  7.74  8.16
C  1.26  7.86  8.44
C  0.29  7.73  7.24
N  0.19  6.31  6.72
C  -0.17  6.40  5.30
C  -0.14  4.94  4.80
O  1.23  4.57  4.46
C  1.53  3.22  4.66
H  2.47  9.42  6.97
H  4.11  8.93  7.13
H  3.29  9.70  8.47
H  1.05  8.88  8.78
H  0.91  7.13  9.17
H  0.58  8.37  6.41
H  -0.62  8.28  7.48
H  1.13  5.96  6.76
H  0.67  6.93  4.84
H  -1.06  6.79  4.80
H  -0.78  4.60  3.99
H  -0.43  4.34  5.66
H  0.72  2.67  4.20
H  1.60  2.92  5.70
H  2.47  2.98  4.15
C  -4.39  -3.99  2.48
O  -5.27  -3.52  3.51
C  -6.64  -3.88  3.36
C  -7.36  -2.81  2.62
N  -8.51  -3.45  1.99
C  -9.14  -2.75  0.87
C  -9.87  -3.65  -0.21
O  -9.04  -4.53  -1.06
C  -8.08  -5.44  -0.46
H  -3.78  -4.75  2.97
H  -3.77  -3.13  2.24
H  -4.93  -4.39  1.62
H  -7.16  -3.92  4.32
H  -6.82  -4.91  3.07
H  -6.68  -2.31  1.94
H  -7.62  -2.01  3.32
H  -8.34  -4.43  1.81
H  -8.40  -2.13  0.36
H  -9.85  -2.11  1.39
H  -10.51  -3.05  -0.85
H  -10.52  -4.34  0.34
H  -7.22  -4.98  0.03
H  -7.71  -6.15  -1.20
H  -8.64  -6.05  0.24
C  2.58  -3.32  -2.23
O  3.67  -3.65  -3.11
C  3.77  -2.78  -4.17
C  5.22  -2.92  -4.84
N  5.76  -1.77  -5.70
C  7.18  -1.72  -6.02
C  8.04  -1.36  -4.76
O  7.44  -0.36  -3.91
C  7.42  0.96  -4.47
H  2.62  -2.33  -1.77
H  2.46  -3.91  -1.32
H  1.60  -3.28  -2.70
H  3.64  -1.76  -3.82
H  3.02  -2.99  -4.94
H  5.15  -3.77  -5.52
H  5.90  -3.01  -3.99
H  5.54  -0.87  -5.32
H  7.29  -0.94  -6.76
H  7.57  -2.65  -6.43
H  9.02  -1.03  -5.07
H  8.20  -2.24  -4.13
H  8.10  1.69  -4.03
H  6.45  1.44  -4.32
H  7.62  1.06  -5.54
C  -2.47  -4.40  -5.84
O  -3.48  -5.43  -5.85
C  -3.82  -6.11  -4.68
C  -2.78  -7.05  -4.17
N  -3.26  -7.69  -2.99
C  -3.35  -6.83  -1.75
C  -1.92  -6.57  -1.20
O  -2.00  -5.69  -0.08
C  -0.70  -5.17  0.33
H  -1.62  -4.66  -5.21
H  -2.95  -3.47  -5.54
H  -2.20  -4.38  -6.89
H  -4.74  -6.68  -4.78
H  -3.96  -5.35  -3.92
H  -1.91  -6.42  -4.02
H  -2.56  -7.76  -4.97
H  -4.09  -8.22  -3.22
H  -3.90  -7.30  -0.93
H  -3.93  -5.91  -1.87
H  -1.33  -5.93  -1.86
H  -1.55  -7.59  -1.12
H  -0.16  -6.03  0.73
H  -0.83  -4.46  1.15
H  -0.25  -4.72  -0.55
C  2.06  3.63  -0.64
C  0.71  4.38  -0.51
C  0.82  5.42  0.58
O  -0.51  6.02  0.78
C  -0.43  7.16  1.68
N  0.42  4.87  -1.81
H  2.51  3.25  0.28
H  2.80  4.25  -1.14
H  1.79  2.78  -1.27
H  -0.09  3.69  -0.22
H  1.54  6.19  0.30
H  1.07  5.04  1.57
H  0.18  7.11  2.57
H  -1.47  7.31  1.96
H  -0.10  8.01  1.08
H  0.41  4.19  -2.57
H  -0.46  5.36  -1.72
C  -4.18  4.00  2.95
C  -3.95  4.41  1.50
C  -3.29  3.30  0.60
O  -3.30  3.94  -0.73
C  -2.84  3.33  -1.93
N  -5.21  4.72  0.92
H  -4.77  3.08  2.99
H  -4.61  4.81  3.53
H  -3.23  3.72  3.40
H  -3.29  5.26  1.68
H  -4.02  2.50  0.74
H  -2.32  2.87  0.84
H  -2.78  4.10  -2.70
H  -3.65  2.66  -2.21
H  -1.91  2.77  -1.81
H  -5.43  5.68  1.14
H  -4.92  4.69  -0.05
C  4.72  -3.29  1.20
C  5.20  -1.92  0.66
C  6.46  -1.37  1.30
O  6.04  -1.47  2.64
C  7.02  -0.98  3.54
N  5.53  -2.17  -0.69
H  5.44  -3.64  1.94
H  4.63  -4.15  0.54
H  3.72  -3.29  1.63
H  4.33  -1.27  0.67
H  6.62  -0.30  1.16
H  7.39  -1.89  1.10
H  7.35  0.03  3.27
H  7.93  -1.57  3.48
H  6.50  -0.96  4.49
H  4.70  -2.59  -1.09
H  6.24  -2.88  -0.80
C  -0.76  2.79  -5.06
O  0.47  3.37  -4.75
H  -1.49  3.56  -5.31
H  -0.59  2.08  -5.87
H  -1.14  2.18  -4.24
H  0.79  3.73  -5.58
C  1.15  -0.47  -3.73
O  0.29  -0.42  -2.61
H  1.53  -1.48  -3.88
H  0.57  -0.44  -4.65
H  1.74  0.44  -3.85
H  0.79  -0.22  -1.82
C  0.04  0.74  0.53
O  1.31  0.20  0.32
H  -0.56  0.05  1.12
H  0.27  1.69  1.02
H  -0.48  0.83  -0.42
H  1.99  0.34  0.98
C  0.98  -2.05  5.00
O  0.42  -1.90  6.27
H  1.45  -3.02  4.86
H  0.20  -1.92  4.25
H  1.86  -1.42  4.88
H  -0.11  -2.70  6.28
C  4.05  1.40  2.27
O  2.99  0.52  2.49
H  4.92  0.78  2.08
H  3.81  2.05  1.43
H  4.34  2.05  3.11
H  3.07  0.02  3.31
C  -3.66  -0.31  -4.48
O  -4.40  0.68  -3.77
H  -2.63  -0.19  -4.14
H  -3.96  -1.32  -4.19
H  -3.80  -0.23  -5.55
H  -5.27  0.82  -4.14
C  5.69  1.24  -1.30
O  4.50  0.50  -1.46
H  6.56  0.65  -1.59
H  5.59  2.17  -1.85
H  5.80  1.57  -0.26
H  4.51  -0.36  -1.03
C  -2.20  -2.91  -2.13
O  -1.34  -2.67  -3.24
H  -3.14  -2.37  -2.26
H  -2.55  -3.95  -2.12
H  -1.69  -2.60  -1.22
H  -0.70  -1.98  -3.04

F_max, Eh/bohr: 0.0672
Multiplicity: 1
Lowest unoccupied orbital energy, eV: 0.26
E, eV: -96971.49743

=====

2.
This record from the OMol25 dataset describes C4H6N2O2 in the gas phase in a non-equilibrium geometry. The level of theory is the ωB97M-V functional and the def2-TZVPD basis.

Geometry (Å):
O  -2.75  0.03  0.23
N  -1.67  -0.78  -0.20
C  -0.52  -0.22  -0.15
O  -0.30  1.09  -0.02
C  1.12  1.40  0.02
C  1.80  0.06  -0.28
N  1.60  -0.91  0.78
C  0.73  -0.98  -0.43
H  -2.42  0.91  0.26
H  1.35  2.15  -0.71
H  1.43  1.75  1.01
H  2.69  0.02  -0.93
H  2.27  -1.70  0.73
H  0.77  -1.85  -1.11

F_max, Eh/bohr: 0.0395
ΔE to the lowest compared entry with this formula, charge and spin, kJ/mol: 369.4
Multiplicity: 1
Lowest unoccupied orbital energy, eV: 0.70
Structure (SMILES): O/N=C1\OC[C@H]2N[C@@H]12
E, eV: -11317.21340

=====

3.
This record from the OMol25 dataset describes a molecular structure, C26H23BrN5O2S5SbSn in a non-equilibrium geometry. The level of theory is the ωB97M-V functional and the def2-TZVPD basis.

Geometry (Å):
Sn  15.54  10.94  11.26
S  18.63  9.48  11.11
Sb  18.82  6.90  11.12
S  18.22  9.03  13.08
S  16.36  9.69  13.44
S  16.85  5.77  10.89
Br  10.68  6.40  6.01
C  9.64  7.06  7.40
C  9.06  6.12  8.30
C  8.68  6.57  9.52
C  8.74  8.00  9.81
C  8.95  8.89  8.77
C  9.49  8.43  7.59
N  8.99  8.32  11.08
N  9.13  9.54  11.51
C  10.27  9.93  12.14
C  10.32  11.27  12.64
C  11.55  11.87  12.70
C  12.72  11.17  12.32
O  13.88  11.79  12.26
C  12.65  9.80  12.03
N  13.81  9.12  11.66
C  13.81  7.77  11.62
C  12.65  7.00  11.91
C  11.49  7.69  12.14
C  11.44  9.10  12.10
H  9.06  5.08  7.98
H  8.25  5.95  10.31
H  8.77  9.96  8.92
H  9.78  9.10  6.74
H  9.34  11.73  12.87
H  11.64  12.88  13.12
H  14.79  7.28  11.48
H  12.67  5.92  11.80
H  10.60  7.10  12.36
C  17.46  15.55  16.68
C  16.62  14.30  16.64
C  17.10  13.34  15.52
N  16.85  13.97  14.19
C  17.44  13.62  13.04
S  16.49  13.59  11.62
N  18.76  13.37  13.11
C  19.60  12.89  12.09
O  19.27  12.87  10.91
C  20.92  12.38  12.55
C  21.69  11.79  11.52
C  22.90  11.16  11.80
C  23.38  11.19  13.11
C  22.63  11.81  14.16
C  21.37  12.38  13.87
H  17.00  16.29  17.35
H  17.53  15.98  15.69
H  18.47  15.41  17.03
H  15.56  14.47  16.45
H  16.71  13.67  17.55
H  16.53  12.39  15.58
H  18.16  13.12  15.63
H  15.87  14.14  14.05
H  19.20  13.63  13.99
H  21.26  11.86  10.50
H  23.54  10.74  11.02
H  24.36  10.79  13.32
H  23.01  11.82  15.20
H  20.77  12.86  14.66

F_max, Eh/bohr: 0.0487
ΔE to the lowest compared entry with this formula, charge and spin, kJ/mol: 0.0
Multiplicity: 1
Lowest unoccupied orbital energy (alpha / beta), eV: -1.45 / -1.45
E, eV: -175467.34715

=====

Look up the multiplicity of the first one.
1